25
Properties=species:S:1:pos:R:3:forces:R:3:mulliken_spin:R:1 method="wB97M-V/def2-TZVPD" spin_multiplicity=8 homo_lumo_gap_ha="0.2067 / 0.1607" e_lumo_ha="-0.5055 / -0.5289" charge=+3 e_homo_ha="-0.7122 / -0.6896" s2=16.123
Gd 0.221 -0.147 0.677 1.8296 0.4543 3.2594 6.624
O 1.379 -3.581 0.595 -1.3079 4.1843 0.2129 0.001
O -1.263 2.627 -1.022 2.1654 -5.2850 2.6890 0.000
O -2.922 -0.374 2.427 4.0218 0.2954 -2.0981 0.002
O -1.704 -0.986 -2.182 2.9277 1.1370 4.3878 -0.001
O 2.000 0.373 -2.369 -3.1015 -1.1841 4.6387 0.001
N 1.658 1.786 1.148 -0.5040 -0.7715 -0.4830 0.133
C -0.856 1.655 -0.518 -3.0211 7.0173 -3.4715 0.019
C 1.372 0.135 -1.422 4.2548 1.4004 -6.4378 0.018
C 3.462 1.009 2.578 0.3972 -0.1054 0.5378 0.006
C 3.673 2.155 4.714 -0.2952 -0.1190 -0.1432 0.093
C -1.910 -0.289 1.892 -5.7150 -0.3075 2.9568 -0.011
C -1.076 -0.743 -1.239 -4.3117 -2.2624 -5.9348 0.002
C 2.310 2.522 4.668 -0.2412 -0.2916 -0.4063 0.000
C 4.209 1.311 3.721 -0.1005 -0.2892 -0.3094 0.001
C 1.545 2.219 3.532 0.2147 0.1342 0.8548 0.004
C 1.044 -2.485 0.642 1.9634 -5.7909 -0.3369 -0.007
C 2.182 1.565 2.474 0.2757 0.8058 -0.6248 0.117
H 1.084 2.630 1.060 0.4284 0.0432 0.2302 0.002
H 4.310 2.513 5.534 -0.3440 -0.3128 -0.2990 0.000
H 0.488 2.500 3.442 0.4988 0.2715 0.1345 -0.001
H 3.850 0.382 1.762 0.1689 0.4847 0.3570 -0.001
H 2.373 1.794 0.408 -0.0241 0.3154 0.5617 -0.002
H 1.855 3.057 5.500 0.1476 -0.0593 -0.2245 0.001
H 5.221 0.910 3.825 -0.3276 0.2352 -0.0511 0.001